(1)
Formula: C36H50BN6OPtS
Source: OMol25
Level of theory: the ωB97M-V functional and the def2-TZVPD basis

Geometry (Å):
1 Pt 0.164 0.276 -0.226
2 C 0.424 1.243 -5.482
3 C -0.277 0.988 -4.197
4 C -1.627 0.829 -3.956
5 C -1.821 0.682 -2.587
6 N -0.558 0.656 -2.045
7 N 0.362 0.904 -3.024
8 B 1.794 1.322 -2.648
9 N 1.657 2.384 -1.538
10 N 0.969 2.061 -0.410
11 C 0.922 3.118 0.441
12 C 1.631 4.133 -0.190
13 C 2.073 3.655 -1.415
14 C 2.862 4.349 -2.465
15 C 0.258 3.218 1.793
16 C 1.348 3.544 2.829
17 C -0.473 1.951 2.235
18 C -0.763 4.368 1.724
19 N 2.458 0.112 -2.009
20 N 1.974 -0.337 -0.826
21 C 2.864 -1.219 -0.280
22 C 3.881 -1.362 -1.214
23 C 3.612 -0.516 -2.274
24 C 4.410 -0.259 -3.502
25 C 2.911 -1.808 1.102
26 C 2.916 -3.342 1.010
27 C 4.220 -1.321 1.755
28 C 1.736 -1.363 1.946
29 C -3.215 0.739 -1.990
30 C -3.892 1.992 -2.581
31 C -3.248 0.857 -0.478
32 C -3.990 -0.521 -2.412
33 H -0.299 1.223 -6.294
34 H 1.183 0.485 -5.675
35 H 0.911 2.218 -5.481
36 H -2.408 0.871 -4.695
37 H 2.402 1.727 -3.579
38 H 1.804 5.122 0.199
39 H 3.085 5.362 -2.139
40 H 2.307 4.403 -3.402
41 H 3.803 3.833 -2.657
42 H 2.094 2.749 2.889
43 H 0.893 3.663 3.812
44 H 1.860 4.473 2.587
45 H 0.205 1.102 2.371
46 H -1.294 1.686 1.564
47 H -0.929 2.153 3.207
48 H -0.282 5.310 1.467
49 H -1.239 4.493 2.697
50 H -1.541 4.169 0.985
51 H 4.747 -1.991 -1.106
52 H 5.279 -0.911 -3.508
53 H 4.755 0.774 -3.540
54 H 3.825 -0.455 -4.400
55 H 3.774 -3.706 0.447
56 H 2.009 -3.716 0.530
57 H 2.975 -3.766 2.013
58 H 5.096 -1.656 1.203
59 H 4.286 -1.729 2.763
60 H 4.253 -0.232 1.823
61 H 0.827 -1.847 1.613
62 H 1.613 -0.265 1.923
63 H 1.897 -1.629 2.990
64 H -3.352 2.902 -2.314
65 H -4.903 2.066 -2.180
66 H -3.972 1.946 -3.664
67 H -2.607 1.669 -0.114
68 H -2.964 -0.088 -0.043
69 H -4.265 1.086 -0.162
70 H -4.047 -0.613 -3.496
71 H -5.008 -0.464 -2.027
72 H -3.523 -1.425 -2.013
73 O -1.013 -0.882 0.858
74 S -2.134 -1.301 1.953
75 C -1.247 -1.985 3.282
76 C -0.839 -3.318 3.316
77 C -0.145 -3.763 4.428
78 C 0.127 -2.895 5.481
79 C -0.304 -1.573 5.451
80 C -1.003 -1.112 4.350
81 C -2.916 -2.651 1.164
82 C -4.271 -2.819 1.426
83 C -4.929 -3.887 0.832
84 C -4.236 -4.739 -0.017
85 C -2.885 -4.542 -0.282
86 C -2.205 -3.491 0.311
87 H -1.094 -4.005 2.520
88 H 0.161 -4.799 4.486
89 H 0.657 -3.265 6.349
90 H -0.121 -0.919 6.292
91 H -1.384 -0.098 4.326
92 H -4.803 -2.137 2.080
93 H -5.981 -4.045 1.025
94 H -4.753 -5.567 -0.484
95 H -2.359 -5.216 -0.945
96 H -1.153 -3.321 0.118

Atoms 1-6, force components in eV/Å:
Pt 0.639 0.421 -0.145
C -0.010 0.006 -0.023
C 0.126 -0.007 -0.038
C -0.042 0.006 0.137
C 0.075 -0.016 -0.277
N -0.211 0.097 0.178

Output
electronic energy	-63863.4713	eV
spin multiplicity	1
HOMO-LUMO gap (alpha / beta)	5.28 / 5.28	eV
LUMO level (alpha / beta)	-11.79 / -11.79	eV
net charge	+3
highest occupied orbital energy (alpha / beta)	-17.07 / -17.07	eV

---

(2)
Formula: C36H50F8NO12
Source: OMol25
Level of theory: the ωB97M-V functional and the def2-TZVPD basis

Geometry (Å):
1 C 10.747 -3.710 1.305
2 O 9.811 -2.573 1.212
3 C 9.163 -2.531 -0.122
4 C 8.448 -1.035 -0.342
5 C 6.991 -1.211 -1.112
6 C 5.910 -0.009 -0.738
7 C 4.832 -0.536 0.377
8 C 3.258 -0.276 0.009
9 N 2.269 -0.597 1.106
10 C 2.630 -1.431 2.351
11 C 1.552 -1.742 3.582
12 C 0.019 -1.161 3.442
13 C -1.190 -1.406 4.524
14 O -1.311 -2.591 5.179
15 O -2.253 -0.399 4.827
16 C -0.321 -0.291 2.089
17 C 0.843 -0.037 0.914
18 C 0.344 0.828 -0.385
19 C -0.707 0.058 -1.378
20 O -1.282 -1.185 -0.847
21 C -2.644 -0.991 -0.313
22 C -3.815 -1.715 -1.238
23 F -4.769 -0.598 -1.597
24 F -3.290 -2.194 -2.567
25 C -4.713 -2.827 -0.440
26 F -5.926 -3.258 -1.195
27 F -5.242 -2.126 0.790
28 C -3.898 -4.137 0.104
29 F -3.030 -3.888 1.289
30 F -4.952 -5.108 0.586
31 C -3.032 -4.946 -1.028
32 F -3.884 -5.188 -2.225
33 F -1.704 -4.341 -1.339
34 H 11.483 -3.723 0.395
35 H 11.374 -3.547 2.307
36 H 10.195 -4.746 1.447
37 H 9.978 -2.718 -0.971
38 H 8.379 -3.412 -0.145
39 H 9.238 -0.421 -0.983
40 H 8.361 -0.568 0.734
41 H 6.597 -2.286 -0.814
42 H 7.168 -1.241 -2.277
43 H 5.413 0.475 -1.697
44 H 6.550 0.851 -0.222
45 H 5.073 -0.025 1.430
46 H 4.982 -1.693 0.524
47 H 3.046 -0.815 -1.014
48 H 3.159 0.897 -0.194
49 H 3.708 -1.909 2.516
50 H 1.885 -2.406 4.516
51 H -3.047 -0.748 4.293
52 H -1.421 0.106 1.957
53 H 1.195 1.269 -1.055
54 H -0.244 1.770 0.053
55 H -1.519 0.869 -1.697
56 H -0.163 -0.237 -2.398
57 H -2.617 -1.410 0.804
58 H -2.922 0.163 -0.186
59 H -2.804 -6.023 -0.567
60 O 0.397 3.727 0.021
61 C 0.439 4.457 0.998
62 O 0.326 5.817 0.948
63 C 0.529 6.351 2.255
64 C 0.233 5.216 3.200
65 C 0.666 4.007 2.409
66 H 1.565 6.698 2.333
67 H -0.142 7.200 2.414
68 H 0.741 5.314 4.163
69 H -0.846 5.164 3.390
70 H 1.728 3.789 2.549
71 H 0.056 3.133 2.647
72 O -4.765 3.471 4.574
73 C -5.324 2.716 5.352
74 O -6.373 3.071 6.151
75 C -6.702 1.978 7.006
76 C -6.158 0.755 6.315
77 C -4.939 1.290 5.607
78 H -6.236 2.145 7.982
79 H -7.787 1.924 7.135
80 H -5.939 -0.067 7.002
81 H -6.882 0.393 5.575
82 H -4.053 1.268 6.249
83 H -4.752 0.758 4.671
84 O -2.085 -4.443 -8.452
85 C -2.777 -4.305 -7.457
86 O -2.359 -3.702 -6.306
87 C -3.384 -3.816 -5.319
88 C -4.657 -4.040 -6.092
89 C -4.180 -4.808 -7.299
90 H -3.143 -4.657 -4.661
91 H -3.424 -2.899 -4.723
92 H -5.424 -4.563 -5.516
93 H -5.072 -3.076 -6.411
94 H -4.155 -5.885 -7.112
95 H -4.782 -4.582 -8.182
96 O 1.515 5.195 -5.907
97 C 0.823 5.333 -4.912
98 O 1.241 5.936 -3.761
99 C 0.216 5.822 -2.774
100 C -1.057 5.598 -3.547
101 C -0.580 4.830 -4.754
102 H 0.457 4.981 -2.116
103 H 0.176 6.738 -2.178
104 H -1.824 5.075 -2.970
105 H -1.472 6.562 -3.866
106 H -0.555 3.753 -4.567
107 H -1.182 5.056 -5.637

Atoms 1-6, force components in eV/Å:
C 0.558 -0.131 1.147
O 0.390 -1.150 -1.920
C 0.029 0.042 -0.079
C 0.785 -1.120 -0.043
C 0.503 -0.061 -0.203
C 0.765 0.248 0.395

Output
electronic energy	-85918.5593	eV
spin multiplicity	1
HOMO-LUMO gap	5.93	eV
LUMO level	-5.44	eV
net charge	+1
highest occupied orbital energy	-11.36	eV

---

(3)
Formula: C36H50N11O2Zr
Source: OMol25
Level of theory: the ωB97M-V functional and the def2-TZVPD basis

Geometry (Å):
1 Zr -0.616 -0.563 0.463
2 C 2.021 1.663 6.887
3 C 1.770 1.174 5.537
4 C 2.817 0.918 4.647
5 C 2.554 0.468 3.379
6 C 3.795 0.018 2.601
7 N 4.713 0.888 2.324
8 C 4.444 2.436 2.259
9 C 4.774 3.006 0.871
10 C 4.071 2.408 -0.272
11 N 2.605 2.419 -0.240
12 C 1.891 3.468 -0.619
13 C 0.509 3.543 -0.858
14 C 0.089 4.558 -1.679
15 C -1.197 4.643 -2.162
16 C -1.653 5.832 -2.972
17 C -2.070 3.650 -1.773
18 C -1.675 2.560 -0.934
19 C -2.727 1.584 -0.607
20 N -2.622 0.354 -0.198
21 C -3.823 -0.409 0.026
22 C -3.984 -0.921 1.456
23 C -3.316 -0.123 2.476
24 N -1.756 -0.131 2.372
25 C -1.244 0.356 3.400
26 C 0.161 0.488 3.762
27 C 0.467 0.903 5.076
28 C 1.203 0.086 2.936
29 O 1.054 -0.545 1.744
30 C -0.464 2.500 -0.424
31 O -0.192 1.482 0.370
32 H 3.007 1.596 7.345
33 H 1.263 1.279 7.585
34 H 1.742 2.709 6.801
35 H 3.819 0.984 5.033
36 H 4.176 -0.980 2.559
37 H 5.667 0.525 2.177
38 H 5.058 2.899 3.057
39 H 3.436 2.528 2.611
40 H 5.796 2.810 0.752
41 H 4.661 4.084 0.904
42 H 4.404 1.365 -0.414
43 H 4.436 2.913 -1.274
44 H 2.085 1.665 0.184
45 H 2.489 4.314 -0.824
46 H 0.803 5.282 -1.914
47 H -0.811 6.477 -3.013
48 H -2.456 6.428 -2.462
49 H -2.023 5.490 -3.927
50 H -3.169 3.637 -1.982
51 H -3.756 1.955 -0.841
52 H -3.854 -1.325 -0.648
53 H -4.745 0.187 -0.188
54 H -3.556 -1.906 1.484
55 H -5.023 -1.094 1.640
56 H -3.461 -0.525 3.436
57 H -3.616 0.905 2.444
58 H -1.875 0.760 4.191
59 H -0.367 0.997 5.769
60 N -1.591 -1.829 -1.319
61 C -1.940 -1.811 -2.417
62 N -2.384 -1.900 -3.632
63 C -3.756 -2.372 -3.817
64 C -4.191 -2.146 -5.279
65 C -3.307 -2.937 -6.286
66 C -1.780 -2.766 -5.867
67 C -1.517 -1.726 -4.821
68 H -4.535 -1.825 -3.171
69 H -3.823 -3.417 -3.454
70 H -3.983 -1.115 -5.522
71 H -5.238 -2.202 -5.326
72 H -3.481 -2.639 -7.341
73 H -3.482 -4.067 -6.183
74 H -1.131 -2.498 -6.666
75 H -1.465 -3.751 -5.589
76 H -1.548 -0.648 -5.037
77 H -0.463 -1.779 -4.496
78 C 2.452 -3.239 0.333
79 C 1.168 -3.688 0.990
80 C 1.257 -3.639 2.512
81 C 0.844 -5.106 0.619
82 N 0.037 -2.779 0.496
83 N -1.224 -2.685 1.207
84 H 3.219 -3.989 0.547
85 H 2.819 -2.283 0.705
86 H 2.235 -3.168 -0.764
87 H 2.249 -4.116 2.694
88 H 0.402 -4.255 2.965
89 H 1.340 -2.620 2.904
90 H 1.594 -5.647 1.173
91 H 0.893 -5.386 -0.458
92 H -0.151 -5.422 0.939
93 H -0.274 -2.947 -0.431
94 H -1.104 -2.770 2.204
95 H -1.937 -3.339 0.868
96 N 3.045 2.235 -3.172
97 C 2.172 1.509 -3.384
98 N 1.155 0.654 -3.403
99 C 0.960 -0.003 -2.331
100 N 0.740 -0.556 -1.323

Atoms 1-6, force components in eV/Å:
Zr 1.137 -0.486 -0.962
C -1.173 0.918 1.331
C -0.628 -1.553 -1.382
C -0.728 0.319 0.612
C -0.649 -2.492 -2.457
C -0.070 1.829 1.616

Output
electronic energy	-59887.7516	eV
spin multiplicity	1
HOMO-LUMO gap	7.52	eV
LUMO level	-8.28	eV
net charge	+3
highest occupied orbital energy	-15.81	eV

---

(4)
Formula: C36H50N6S3Si3Zr
Source: OMol25
Level of theory: the ωB97M-V functional and the def2-TZVPD basis

Geometry (Å):
1 Zr -0.097 -0.266 0.002
2 S 0.989 -0.508 4.629
3 C -0.709 -0.343 4.658
4 C -1.234 -0.271 3.397
5 C -0.270 -0.353 2.345
6 C 0.983 -0.478 2.902
7 C 2.218 -0.443 2.126
8 C 3.488 -0.593 2.676
9 C 4.600 -0.460 1.868
10 C 4.435 -0.163 0.522
11 C 3.150 -0.048 0.034
12 N 2.064 -0.203 0.802
13 H -1.231 -0.313 5.600
14 H -2.297 -0.142 3.236
15 H 3.595 -0.818 3.726
16 H 5.591 -0.574 2.286
17 H 5.276 -0.026 -0.141
18 H 2.970 0.180 -1.005
19 C -1.426 -2.839 -2.642
20 Si 0.113 -1.794 -2.938
21 C 0.439 -1.877 -4.782
22 C 1.614 -2.663 -2.169
23 C -0.014 -0.007 -2.262
24 Si 1.325 1.103 -3.077
25 C 1.741 2.568 -1.975
26 C 2.952 0.222 -3.492
27 C 0.793 1.737 -4.763
28 Si -1.671 0.741 -2.700
29 C -2.423 0.193 -4.328
30 C -1.828 2.608 -2.617
31 C -2.872 0.105 -1.340
32 C -4.253 0.240 -1.471
33 C -5.105 -0.266 -0.507
34 C -4.561 -0.905 0.598
35 C -3.189 -0.996 0.692
36 N -2.364 -0.506 -0.244
37 H -1.130 -3.887 -2.722
38 H -2.158 -2.660 -3.427
39 H -1.935 -2.725 -1.683
40 H 0.487 -2.935 -5.051
41 H 1.375 -1.424 -5.086
42 H -0.364 -1.434 -5.364
43 H 1.434 -3.740 -2.151
44 H 1.933 -2.399 -1.156
45 H 2.483 -2.495 -2.805
46 H 1.571 2.421 -0.902
47 H 1.136 3.430 -2.260
48 H 2.784 2.854 -2.101
49 H 3.264 -0.617 -2.880
50 H 3.746 0.971 -3.453
51 H 2.923 -0.132 -4.520
52 H -0.052 2.416 -4.790
53 H 0.589 0.913 -5.445
54 H 1.646 2.281 -5.178
55 H -1.709 0.318 -5.137
56 H -3.285 0.818 -4.567
57 H -2.751 -0.842 -4.325
58 H -1.354 3.113 -3.453
59 H -1.451 3.065 -1.707
60 H -2.896 2.828 -2.682
61 H -4.655 0.727 -2.347
62 H -6.176 -0.172 -0.614
63 H -5.188 -1.321 1.374
64 H -2.702 -1.457 1.543
65 C -1.451 4.635 4.944
66 C -0.468 3.905 4.099
67 C 0.867 3.751 4.363
68 C 1.660 3.058 3.433
69 N 1.161 2.548 2.309
70 C -0.131 2.685 2.073
71 S -0.911 2.155 0.625
72 N -0.928 3.345 2.954
73 C 3.124 2.903 3.660
74 H -0.981 4.992 5.856
75 H -2.284 3.982 5.210
76 H -1.848 5.493 4.400
77 H 1.296 4.168 5.261
78 H -1.912 3.422 2.722
79 H 3.322 2.550 4.673
80 H 3.611 3.874 3.553
81 H 3.545 2.215 2.933
82 N -1.702 -3.666 2.478
83 C -0.429 -3.447 2.122
84 S -0.097 -2.945 0.506
85 N 0.514 -3.743 3.009
86 C 1.944 -3.770 2.924
87 C 2.616 -3.690 4.138
88 C 3.996 -3.806 4.173
89 C 4.707 -3.988 2.996
90 C 4.026 -4.082 1.794
91 C 2.642 -3.992 1.745
92 H -2.386 -3.662 1.739
93 H -1.928 -4.194 3.308
94 H 0.180 -4.046 3.917
95 H 2.064 -3.557 5.059
96 H 4.509 -3.764 5.124
97 H 5.783 -4.089 3.020
98 H 4.567 -4.264 0.875
99 H 2.131 -4.118 0.806

Atoms 1-6, force components in eV/Å:
Zr -0.070 -0.504 0.313
S 0.039 0.046 0.101
C -0.037 -0.011 -0.205
C 0.035 -0.002 0.155
C 0.118 0.050 0.042
C 0.078 0.019 -0.164

Output
electronic energy	-104497.1590	eV
spin multiplicity	1
HOMO-LUMO gap	7.04	eV
LUMO level	-5.87	eV
net charge	+2
highest occupied orbital energy	-12.91	eV

---

Values for M, g/mol, ordered as above
820.79, 840.77, 760.09, 838.52